{
  "formula": "C6H8N2O2",
  "method": "ωB97M-V/def2-TZVPD",
  "species": ["N", "C", "C", "O", "C", "C", "C", "C", "N", "H", "H", "H", "H", "H", "H", "O", "H", "H"],
  "coordinates": [[1.76, -0.67, 1.11], [1.37, 0.23, 0.09], [1.17, -0.41, -1.32], [-0.16, -0.85, -0.88], [-0.20, 0.45, -0.23], [-0.11, 1.41, -1.41], [0.83, 0.81, -2.16], [-1.21, 0.61, 0.81], [-1.78, 0.90, 1.78], [1.87, -0.23, 2.01], [1.17, -1.49, 1.18], [1.96, 1.15, 0.13], [1.80, -1.21, -1.71], [-0.64, 2.35, -1.53], [1.28, 1.11, -3.10], [-3.39, -1.52, 1.65], [-2.56, -1.94, 1.36], [-3.16, -0.72, 2.23]],
  "mulliken_charge": [-0.576, -0.219, 0.120, -0.470, 1.145, -0.615, -0.765, -0.268, -0.597, 0.244, 0.247, 0.387, 0.528, 0.434, 0.424, -0.672, 0.294, 0.359],
  "e_tot_ha": -493.3142,
  "total_charge": 0,
  "gap_ev": 10.58,
  "e_lumo_ha": 0.0260
}


{
  "formula": "H28O14",
  "method": "ωB97M-V/def2-TZVPD",
  "species": ["O", "H", "H", "O", "H", "H", "O", "H", "H", "O", "H", "H", "O", "H", "H", "O", "H", "H", "O", "H", "H", "O", "H", "H", "O", "H", "H", "O", "H", "H", "O", "H", "H", "O", "H", "H", "O", "H", "H", "O", "H", "H"],
  "coordinates": [[2.62, -1.25, 0.35], [3.42, -1.79, 0.46], [1.94, -1.81, -0.03], [1.55, 0.76, -2.64], [1.81, 1.64, -2.89], [1.40, 0.76, -1.71], [-1.29, -2.28, 1.13], [-0.93, -2.31, 0.21], [-0.48, -2.14, 1.59], [-2.63, 1.00, 0.57], [-2.42, 1.22, 1.47], [-3.17, 1.77, 0.41], [-3.82, -1.31, -0.21], [-3.28, -0.54, 0.04], [-3.70, -1.46, -1.14], [0.70, 1.08, 1.99], [0.52, 2.01, 2.06], [1.68, 0.96, 1.93], [0.33, -0.63, 4.11], [0.36, -0.04, 3.34], [1.09, -0.26, 4.63], [1.37, -2.40, 2.34], [1.26, -1.82, 3.11], [1.82, -1.85, 1.68], [-0.11, -0.07, -0.36], [0.17, 0.27, 0.48], [-1.04, 0.08, -0.41], [3.00, 2.50, 0.15], [2.08, 2.31, 0.17], [3.15, 2.91, -0.71], [0.57, -2.78, -0.86], [1.30, -3.31, -1.24], [0.30, -2.20, -1.55], [-2.23, 2.15, -2.10], [-2.25, 2.90, -1.56], [-3.15, 1.78, -2.01], [0.27, 2.99, -0.75], [0.29, 3.45, -1.60], [-0.29, 2.22, -0.88], [-0.42, -1.78, -3.13], [-1.37, -1.93, -3.20], [-0.37, -0.82, -3.21]],
  "mulliken_charge": [-0.684, 0.273, 0.361, -0.610, 0.267, 0.298, -0.645, 0.356, 0.360, -0.543, 0.209, 0.249, -0.609, 0.329, 0.282, -0.834, 0.287, 0.328, -0.722, 0.469, 0.329, -0.759, 0.402, 0.466, 0.350, 0.054, 0.057, -0.610, 0.245, 0.316, -0.812, 0.304, 0.351, -0.616, 0.289, 0.307, -0.584, 0.297, 0.307, -0.721, 0.307, 0.303],
  "e_tot_ha": -1070.1310,
  "total_charge": 0,
  "gap_ev": 8.88,
  "e_lumo_ha": -0.0188
}


{
  "formula": "C35H77N4O4P2RhS5",
  "method": "ωB97M-V/def2-TZVPD",
  "species": ["Rh", "C", "C", "S", "C", "C", "S", "C", "C", "S", "H", "H", "H", "H", "H", "H", "H", "H", "H", "H", "H", "H", "C", "C", "O", "P", "O", "C", "C", "O", "C", "C", "H", "H", "H", "H", "H", "H", "H", "H", "H", "H", "H", "H", "H", "H", "H", "C", "C", "C", "S", "O", "C", "C", "C", "H", "H", "H", "H", "H", "H", "H", "H", "H", "H", "H", "H", "H", "H", "C", "S", "C", "H", "H", "H", "H", "H", "H", "N", "P", "N", "C", "C", "C", "C", "C", "N", "C", "C", "C", "C", "C", "N", "C", "C", "C", "C", "C", "H", "H", "H", "H", "H", "H", "H", "H", "H", "H", "H", "H", "H", "H", "H", "H", "H", "H", "H", "H", "H", "H", "H", "H", "H", "H", "H", "H", "H", "H"],
  "coordinates": [[0.03, 0.78, 0.44], [2.58, 0.23, 4.42], [1.13, 0.64, 4.62], [0.25, 1.36, 3.20], [1.11, 2.93, 2.95], [2.45, 2.87, 2.22], [2.41, 1.94, 0.66], [3.87, 0.86, 0.76], [4.21, 0.17, 2.08], [2.85, -0.73, 2.90], [2.88, -0.38, 5.27], [3.24, 1.10, 4.41], [1.05, 1.36, 5.44], [0.52, -0.22, 4.89], [1.24, 3.43, 3.91], [0.40, 3.52, 2.37], [3.21, 2.42, 2.85], [2.77, 3.89, 1.98], [4.73, 1.45, 0.45], [3.69, 0.12, -0.02], [4.62, 0.87, 2.80], [5.00, -0.55, 1.88], [2.44, 1.53, -3.89], [1.54, 2.29, -2.94], [0.17, 1.83, -3.04], [-0.41, 0.78, -1.98], [-1.97, 0.87, -2.33], [-2.68, 2.11, -2.53], [-2.74, 2.47, -3.99], [-0.06, -0.67, -2.55], [-0.58, -1.15, -3.82], [0.54, -1.55, -4.74], [3.43, 1.98, -3.88], [2.05, 1.59, -4.91], [2.52, 0.49, -3.61], [1.51, 3.35, -3.19], [1.87, 2.19, -1.91], [-2.21, 2.88, -1.92], [-3.68, 1.92, -2.13], [-1.75, 2.66, -4.39], [-3.34, 3.38, -4.11], [-3.22, 1.68, -4.57], [-1.21, -0.37, -4.27], [-1.23, -2.00, -3.57], [1.09, -0.69, -5.11], [0.12, -2.07, -5.61], [1.23, -2.23, -4.25], [0.58, 6.57, 3.07], [-0.08, 6.91, 1.75], [-0.85, 5.73, 1.15], [0.27, 4.68, 0.18], [-0.47, 3.37, -0.07], [0.30, 5.64, -1.36], [-0.77, 5.29, -2.38], [-2.18, 5.73, -2.02], [1.05, 7.44, 3.52], [1.36, 5.82, 2.95], [-0.15, 6.18, 3.78], [0.69, 7.25, 1.04], [-0.77, 7.75, 1.87], [-1.68, 6.04, 0.53], [-1.23, 5.08, 1.94], [1.30, 5.49, -1.76], [0.23, 6.69, -1.04], [-0.75, 4.21, -2.56], [-0.47, 5.77, -3.32], [-2.59, 5.15, -1.19], [-2.84, 5.60, -2.87], [-2.21, 6.79, -1.75], [-2.89, 2.55, 1.78], [-2.43, 0.84, 1.45], [-3.78, 0.32, 0.35], [-2.73, 3.17, 0.90], [-2.25, 2.90, 2.59], [-3.92, 2.58, 2.11], [-4.28, -0.53, 0.80], [-3.39, 0.06, -0.63], [-4.49, 1.14, 0.26], [-0.03, -1.15, 0.44], [0.05, -2.78, 0.44], [0.12, -3.24, 2.01], [-0.51, -2.45, 3.06], [-1.63, -3.22, 3.75], [-1.09, -4.54, 4.30], [-0.42, -5.34, 3.20], [0.65, -4.52, 2.50], [-1.26, -3.32, -0.39], [-2.47, -2.49, -0.46], [-3.65, -3.29, -1.01], [-3.23, -4.11, -2.23], [-2.12, -5.11, -1.85], [-1.49, -4.77, -0.51], [1.35, -3.47, -0.30], [1.39, -3.46, -1.78], [2.33, -4.54, -2.28], [3.73, -4.35, -1.72], [3.66, -4.29, -0.20], [2.68, -3.23, 0.26], [-0.87, -1.51, 2.64], [0.27, -2.20, 3.79], [-2.42, -3.42, 3.02], [-2.05, -2.61, 4.54], [-1.90, -5.11, 4.76], [-0.37, -4.33, 5.09], [-1.17, -5.66, 2.46], [0.03, -6.24, 3.60], [1.07, -5.07, 1.66], [1.47, -4.30, 3.19], [-2.26, -1.63, -1.11], [-2.72, -2.10, 0.53], [-4.44, -2.59, -1.27], [-4.05, -3.94, -0.24], [-2.87, -3.43, -3.01], [-4.09, -4.63, -2.64], [-1.36, -5.13, -2.63], [-2.53, -6.12, -1.79], [-0.53, -5.28, -0.39], [-2.13, -5.10, 0.31], [1.73, -2.47, -2.11], [0.38, -3.61, -2.16], [2.34, -4.52, -3.37], [1.94, -5.52, -1.98], [4.15, -3.41, -2.10], [4.39, -5.15, -2.05], [4.64, -4.08, 0.23], [3.34, -5.26, 0.19], [3.02, -2.24, -0.06], [2.61, -3.21, 1.35]],
  "mulliken_spin": [2.028, 0.000, 0.016, 0.078, -0.001, 0.002, 0.111, -0.011, 0.003, -0.001, 0.000, 0.001, 0.006, -0.003, 0.001, 0.002, 0.000, 0.006, 0.004, 0.014, 0.000, 0.001, 0.007, 0.036, 0.017, 0.110, 0.008, 0.009, 0.001, 0.082, 0.005, 0.001, 0.000, -0.001, 0.000, 0.003, -0.041, -0.009, 0.000, 0.000, 0.000, -0.001, -0.001, 0.002, 0.000, 0.000, 0.000, 0.000, 0.000, 0.001, 0.012, -0.035, 0.002, 0.003, 0.000, 0.000, 0.000, 0.000, 0.000, 0.000, 0.000, 0.000, 0.000, 0.001, 0.002, 0.000, 0.000, 0.000, 0.000, 0.003, 0.135, -0.013, -0.002, 0.000, 0.005, 0.003, 0.001, 0.000, 1.327, -0.083, 0.033, 0.071, 0.008, 0.000, 0.008, 0.000, 0.020, 0.048, 0.002, 0.000, 0.001, 0.003, 0.038, 0.014, -0.001, 0.001, -0.002, 0.005, -0.047, 0.007, -0.001, 0.000, 0.000, 0.000, 0.000, 0.000, -0.001, 0.000, -0.039, -0.004, 0.000, 0.000, 0.000, 0.000, 0.000, 0.000, 0.001, 0.003, -0.012, -0.001, 0.000, 0.000, 0.000, 0.000, 0.000, 0.000, -0.005, 0.000],
  "spin_multiplicity": 5,
  "e_tot_ha": -4683.5801,
  "total_charge": 2,
  "gap_ev": [8.86, 7.19],
  "s2": 6.023,
  "e_lumo_ha": [-0.1319, -0.2253]
}


{
  "formula": "H39O19",
  "method": "ωB97M-V/def2-TZVPD",
  "species": ["O", "H", "H", "O", "H", "H", "O", "H", "H", "O", "H", "H", "O", "H", "H", "O", "H", "H", "O", "H", "H", "O", "H", "O", "H", "H", "O", "H", "H", "O", "H", "H", "O", "H", "H", "O", "H", "H", "O", "H", "H", "O", "H", "H", "O", "H", "H", "O", "H", "H", "O", "H", "H", "O", "H", "H", "H", "H"],
  "coordinates": [[-3.58, 0.51, -0.22], [-0.83, 3.69, -1.59], [-4.18, 0.64, -0.97], [1.16, -1.00, 3.43], [2.10, -1.06, 3.32], [0.54, -1.71, 3.51], [0.31, 2.71, 1.39], [0.88, 2.21, 1.99], [-0.05, 3.67, 1.65], [2.01, 1.78, 3.79], [2.23, 2.70, 3.71], [-1.93, 4.68, 1.35], [-2.28, 1.94, 2.26], [-2.20, 1.99, 1.34], [-1.64, 1.32, 2.62], [1.22, -2.92, 1.81], [2.16, -2.81, 1.60], [0.95, -3.26, 0.94], [2.20, 1.78, -0.70], [-0.79, 2.24, -1.43], [2.22, 2.62, -1.19], [-0.27, 3.04, -1.14], [1.63, 1.30, -1.34], [1.56, -3.97, -2.52], [1.33, -4.79, -2.07], [2.51, -4.16, -2.52], [3.32, -2.39, -0.05], [3.98, -2.63, -0.71], [-1.18, -0.25, -4.04], [1.41, 0.75, -3.14], [0.48, 2.71, 0.40], [1.90, 1.43, -3.61], [-1.26, 4.50, 2.03], [-1.84, 3.76, 2.43], [0.49, 0.97, -3.10], [-0.41, 1.44, 4.54], [3.16, -1.46, -0.22], [-3.94, -0.32, 0.11], [-1.64, -2.11, 1.02], [-1.43, -3.05, 0.90], [2.61, 1.16, 4.19], [-0.78, 0.81, -0.38], [-0.49, -0.12, -0.40], [-1.72, 0.62, -0.58], [-0.31, -4.17, -0.60], [1.15, -0.85, -2.90], [-0.27, -4.96, -1.15], [0.40, -1.47, -2.68], [-0.91, -3.61, -1.10], [0.82, -2.34, -2.68], [-0.55, -0.37, -4.76], [-0.25, -1.25, -4.95], [0.07, 0.62, 4.74], [-2.53, 0.50, -3.14], [-2.81, -0.37, -3.45], [-1.91, 0.26, -2.44], [-1.28, 1.12, 4.75], [-1.55, -2.06, 1.98]],
  "mulliken_charge": [-0.578, 0.320, 0.301, -0.532, 0.230, 0.271, -0.264, 0.319, 0.532, -0.531, 0.243, 0.343, -0.697, 0.318, 0.342, -0.415, 0.314, 0.203, -0.645, 0.238, 0.299, -0.677, 0.318, -0.548, 0.241, 0.244, -0.607, 0.280, 0.247, -0.724, 0.353, 0.284, -0.694, 0.415, 0.279, -0.554, 0.296, 0.283, -0.482, 0.274, 0.253, -0.152, 0.113, 0.146, -0.680, 0.357, 0.319, -0.504, 0.295, 0.390, -0.630, 0.288, 0.297, -0.701, 0.347, 0.500, 0.279, 0.244],
  "e_tot_ha": -1452.6376,
  "total_charge": 1,
  "gap_ev": 9.89,
  "e_lumo_ha": -0.0958
}


Calculated strongest force on any atom, 2.39, 2.95, 0.80, 3.56 eV/A (same order as the records).